Entry 1:
{
  "formula": "C5H8NO3",
  "method": "ωB97M-V with the def2-TZVPD basis set",
  "elements": ["C", "C", "C", "C", "C", "N", "O", "O", "O", "H", "H", "H", "H", "H", "H", "H", "H"],
  "xyz": [[-2.5067, -0.2685, 0.0652], [-1.8453, -1.4275, 0.3708], [-1.5651, 0.7566, -0.0180], [1.6793, -0.0346, 0.5504], [-0.2366, 0.0782, 0.2613], [2.1764, -0.3633, -0.8620], [-1.6614, 2.0556, -0.3148], [-0.5400, -1.2290, 0.4801], [2.2836, 1.0377, 1.0585], [-3.5622, -0.1534, -0.0827], [-2.2133, -2.4222, 0.5280], [1.7673, -0.9104, 1.1845], [-2.5877, 2.3031, -0.4343], [1.7750, 0.2930, -1.5498], [1.9037, -1.3207, -1.1207], [3.2069, -0.2836, -0.8841], [1.9260, 1.8887, 0.7675]],
  "atomic_forces_ev_per_a": [[0.0, -0.5, 0.1], [-0.7, 0.4, -0.2], [5.1, -1.2, 0.7], [-5.1, 1.2, -1.0], [0.2, 0.5, -0.1], [0.4, 0.1, 0.0], [-0.3, 0.1, 0.0], [0.2, -0.4, 0.1], [0.6, 0.2, 0.0], [-0.2, -0.1, 0.0], [0.0, -0.2, 0.0], [0.1, 0.0, -0.1], [0.1, 0.0, 0.0], [0.1, -0.3, 0.3], [0.0, 0.3, 0.0], [-0.3, -0.1, -0.1], [-0.1, -0.2, 0.0]],
  "mulliken_charge": [-0.35, -0.54, 0.54, -0.15, 0.06, -0.29, -0.50, -0.33, -0.47, 0.39, 0.46, 0.36, 0.34, 0.37, 0.36, 0.37, 0.39],
  "total_charge": 1,
  "largest_force_ev_per_a": 5.3,
  "lumo_ev": -3.65,
  "orbital_gap_ha": 0.301
}

***

Entry 2:
{
  "formula": "C5H8NO3P",
  "method": "ωB97M-V with the def2-TZVPD basis set",
  "elements": ["C", "C", "C", "C", "C", "N", "O", "O", "O", "P", "H", "H", "H", "H", "H", "H", "H", "H"],
  "xyz": [[-0.4761, -1.6775, -2.1672], [-0.5386, -0.3004, -1.9996], [-0.2662, -2.2547, -0.9365], [-0.3351, -0.0853, -0.6703], [-0.1270, 1.1101, 0.1575], [1.7747, 1.0334, 0.7511], [0.3266, 0.1929, 2.6670], [-0.1576, -1.2773, -0.0234], [-1.7732, 1.1139, 2.3643], [-0.2863, 1.4811, 1.9999], [-0.7289, -2.1954, -3.1803], [-0.3890, 0.4324, -2.8225], [-0.0706, -3.2978, -0.8404], [-0.0335, 2.0444, -0.5656], [2.1758, 1.5837, -0.0200], [1.9394, -0.0072, 0.6425], [1.2186, 0.1493, 2.2827], [-2.2530, 1.9545, 2.3610]],
  "atomic_forces_ev_per_a": [[-1.1, -2.5, -2.0], [1.0, 1.8, -0.5], [-0.2, 0.9, -2.7], [0.3, 0.5, 1.0], [3.5, 1.1, -1.1], [-2.2, -0.6, -1.6], [0.8, -1.6, 0.4], [-0.2, -0.4, 0.5], [-2.6, 0.0, 0.3], [1.2, 2.3, -1.3], [0.9, 0.8, 2.2], [-0.8, -0.5, 1.0], [0.0, -0.3, 1.3], [-0.5, -1.8, 1.8], [0.2, -0.8, 0.4], [0.0, 1.6, -0.7], [0.0, -0.1, 0.7], [-0.3, -0.3, 0.2]],
  "mulliken_charge": [-0.05, -0.71, -0.55, 1.01, -0.45, -0.86, -0.47, -0.26, -0.43, 0.08, 0.27, 0.31, 0.44, 0.32, 0.26, 0.25, 0.52, 0.34],
  "largest_force_ev_per_a": 3.8,
  "lumo_ev": 0.21,
  "orbital_gap_ha": 0.305
}

***

Entry 3:
{
  "formula": "C5H8NO3S2",
  "method": "ωB97M-V with the def2-TZVPD basis set",
  "elements": ["H", "N", "C", "C", "C", "C", "S", "C", "S", "O", "O", "O", "H", "H", "H", "H", "H", "H", "H"],
  "xyz": [[2.2956, -2.0519, -0.7130], [1.6883, -2.0536, 0.1251], [0.8575, -1.1825, -0.1184], [-0.5795, -0.8102, 0.9773], [-1.6363, -0.3874, 0.0660], [-2.2372, 0.7775, 0.0239], [-0.0459, 0.3781, 2.3247], [0.7742, 1.6628, 1.3234], [0.9356, -0.3989, -1.7415], [0.7332, 1.0428, -1.6040], [-0.1811, -1.1438, -2.4021], [2.2835, -0.7692, -2.1960], [-0.8963, -1.6914, 1.4456], [-1.9168, -1.2217, -0.5951], [-2.8978, 0.8950, -0.8272], [-2.0932, 1.4613, 0.7860], [0.8084, 2.6334, 1.6641], [0.3365, 1.5798, 0.3230], [1.7712, 1.2798, 1.1382]],
  "atomic_forces_ev_per_a": [[0.3, -0.2, 0.4], [0.9, -1.2, 0.6], [-3.3, 1.5, 1.8], [3.7, 1.6, -1.5], [-0.4, -1.0, -0.2], [-0.8, -1.5, -1.7], [-0.5, -0.4, -0.5], [0.1, -3.3, -1.8], [-1.3, -0.5, -1.3], [0.0, -0.7, -0.2], [1.6, 1.2, 0.5], [-0.7, 0.2, 0.0], [0.2, -1.5, 0.9], [0.2, 0.8, -0.2], [-0.3, 0.6, 0.4], [0.4, 1.7, 1.0], [-0.3, 2.0, 1.2], [-0.1, 0.6, 0.3], [0.4, 0.3, 0.2]],
  "mulliken_charge": [0.39, -0.76, 0.22, -0.08, -0.31, -0.72, -0.17, -0.66, 1.19, -0.66, -0.66, -0.75, 0.41, 0.24, 0.24, 0.33, 0.46, 0.03, 0.27],
  "smiles": "[H]/N=C(/[C@H](C=C)SC)S(=O)(=O)[O-]",
  "total_charge": -1,
  "largest_force_ev_per_a": 4.3,
  "lumo_ev": 3.12,
  "orbital_gap_ha": 0.302
}

***

Entry 4:
{
  "formula": "C5H8NOS",
  "method": "ωB97M-V with the def2-TZVPD basis set",
  "elements": ["C", "C", "C", "C", "C", "N", "O", "S", "H", "H", "H", "H", "H", "H", "H", "H"],
  "xyz": [[-0.9616, -1.4976, -0.0490], [0.0478, 1.2161, 0.1414], [-2.4488, 0.8620, 0.2877], [2.1654, -0.3278, -0.5085], [-1.1522, 1.4537, -0.2593], [2.5080, -1.1703, 0.4287], [1.1867, 1.0742, 0.3138], [-2.5391, -1.0660, 0.1260], [-0.9019, -2.4672, -0.3741], [-2.5690, 1.1436, 1.4188], [-3.3813, 1.2346, -0.2358], [2.9020, 0.3073, -0.9708], [1.3165, -0.6837, -1.1220], [-1.3365, 2.3465, -0.9562], [1.8801, -1.6868, 0.9096], [3.2838, -0.7387, 0.8497]],
  "atomic_forces_ev_per_a": [[-1.2, 3.5, 0.7], [-1.5, 0.1, -1.2], [-0.4, -0.2, 1.7], [-1.8, -2.3, -1.9], [-2.7, 1.4, -0.6], [2.5, 3.6, -2.4], [1.9, 0.3, 1.0], [1.5, 1.0, -0.3], [-0.1, -2.9, -0.4], [0.1, -0.7, -2.1], [1.3, -0.4, 0.4], [0.2, 0.2, 0.3], [0.3, 0.7, 0.3], [0.8, -1.4, 1.0], [-2.4, -2.2, 1.7], [1.4, -0.7, 1.8]],
  "mulliken_charge": [-0.44, 0.90, -0.58, -0.26, -0.70, -0.20, -0.36, 0.09, 0.29, 0.34, 0.38, 0.30, 0.39, 0.32, 0.27, 0.27],
  "total_charge": 1,
  "largest_force_ev_per_a": 5.0,
  "lumo_ev": -3.98,
  "orbital_gap_ha": 0.327
}